No. 1
The following is a quantum chemistry calculation of a structure of composition C5H10, from OMol25.

Calculated values
Energy above the lowest of the compared OMol25 structures with the same formula, charge and spin in kcal/mol: 54.9
Lowest unoccupied orbital energy in eV: 1.251
Orbital gap in eV: 10.94
HOMO level in Ha: -0.356

Each line ends with the natural charge from an NBO analysis.
Element x y z (Å)
C -0.024612 -1.516143 1.096679  -0.62
C -0.088625 -0.086527 0.781398  -0.20
C 0.999284 0.415802 -0.203548  -0.39
C 0.088099 0.860183 -1.294836  -0.43
C -1.026572 0.439168 -0.425416  -0.38
H -0.352158 -1.537776 2.105643  0.21
H -0.653320 -2.032791 0.463332  0.21
H 1.046024 -1.818214 0.996607  0.20
H -0.186530 0.595440 1.702371  0.19
H 1.791851 1.104363 0.147895  0.21
H 1.638823 -0.471112 -0.568625  0.20
H 0.366052 0.395321 -2.343346  0.20
H -0.154501 1.925048 -1.570716  0.21
H -1.771634 -0.176652 -0.744818  0.20
H -1.410044 1.341468 0.086005  0.20

Atoms 1-6, force components in eV/Å:
2.2 0.8 1.1
0.1 3.4 -1.7
4.1 -0.8 0.5
0.3 1.0 -3.7
-0.1 1.1 3.7
-0.2 -1.1 1.0

No. 2
The following is a quantum chemistry calculation of a structure of composition C5H10AuO2S3, from OMol25.

Calculated values
Net charge: +1
Energy above the lowest of the compared OMol25 structures with the same formula, charge and spin in kcal/mol: 3.9
Lowest unoccupied orbital energy (spin up / spin down) in eV: -6.844 / -6.842
Orbital gap (spin up / spin down) in eV: 5.80 / 5.81
HOMO level (spin up / spin down) in Ha: -0.465 / -0.465

Each line ends with the natural charge from an NBO analysis.
Element x y z (Å)
Au 0.797750 -1.062616 -0.573593  0.83
S 2.105075 -3.895314 -3.861753  0.24
C 1.624621 -2.870030 -2.748656  -0.66
S 0.178118 -2.973139 -1.890721  0.25
S 2.518666 -1.590171 -2.107607  0.21
C -1.009732 -1.344977 2.029385  -0.26
O 0.027559 -0.488940 1.497097  -0.59
C -0.267199 0.922968 1.603938  -0.10
C -1.076720 1.389538 0.425399  -0.11
O -0.361767 1.134589 -0.783720  -0.58
C 0.501552 2.207873 -1.198839  -0.26
H -1.275960 -0.999680 3.026961  0.21
H -0.593977 -2.346170 2.090271  0.22
H -1.893149 -1.343391 1.389550  0.19
H 0.698135 1.425648 1.641715  0.21
H -0.793834 1.113734 2.539949  0.21
H -1.311882 2.450574 0.523289  0.21
H -2.012207 0.836096 0.352163  0.21
H -0.039005 3.154005 -1.158701  0.20
H 0.790568 2.003600 -2.225164  0.22
H 1.393386 2.275795 -0.570956  0.18

Atoms 1-6, force components in eV/Å:
0.2 -0.4 -0.3
0.2 -0.4 -0.7
0.3 -0.5 -0.1
-0.4 0.5 0.7
-0.3 0.7 0.5
0.0 0.0 0.0

No. 3
The following is a quantum chemistry calculation of a structure of composition C5H10BN, from OMol25.

Calculated values
Energy above the lowest of the compared OMol25 structures with the same formula, charge and spin in kcal/mol: 122.2
Lowest unoccupied orbital energy in eV: 0.566
Orbital gap in eV: 9.89
HOMO level in Ha: -0.343

Each line ends with the natural charge from an NBO analysis.
Element x y z (Å)
B -0.835398 -1.472097 0.333884  0.95
C -1.561433 -0.228652 -0.387743  -0.77
C 0.763715 1.886232 -0.735936  -0.42
C 1.061980 1.435974 0.668657  -0.41
C -0.061012 -0.558462 -0.571038  -0.63
C 1.116977 0.405809 -0.375546  -0.21
N -0.972977 -2.852902 1.777201  -1.02
H -2.384535 -0.197535 -1.234037  0.25
H -1.751498 0.557023 0.332573  0.23
H -0.202272 2.060288 -1.095830  0.21
H 1.543599 2.596911 -1.060106  0.21
H 1.951429 1.841424 0.931422  0.21
H 0.232572 1.372180 1.393206  0.21
H -0.024297 -1.038771 -1.615818  0.26
H 2.071268 0.036884 -0.674109  0.22
H -1.627281 -3.553050 1.456223  0.35
H -0.099742 -3.349612 1.783586  0.35

Atoms 1-6, force components in eV/Å:
-1.6 -2.3 2.7
-1.3 -1.1 0.0
2.2 -0.6 0.5
-3.6 -0.7 -0.1
1.2 -0.3 -2.2
-1.4 0.8 -1.2

No. 4
The following is a quantum chemistry calculation of the molecule C5H10BNO, from OMol25.

Calculated values
Energy above the lowest of the compared OMol25 structures with the same formula, charge and spin in kcal/mol: 62.4
Lowest unoccupied orbital energy (spin up / spin down) in eV: -0.089 / -0.550
Orbital gap (spin up / spin down) in eV: 8.79 / 8.05
HOMO level (spin up / spin down) in Ha: -0.326 / -0.316

Each line ends with the natural charge from an NBO analysis.
Element x y z (Å)
B -0.576799 -1.025432 -1.062579  0.93
C 0.835889 1.501281 1.701814  -0.32
C -0.059288 0.698683 2.261350  -0.12
C 1.234429 1.450537 0.315055  -0.14
C -0.775591 -0.368440 1.471000  -0.27
C 0.195346 -0.565026 -2.393749  -0.95
N -0.359311 -0.410061 0.136714  -0.63
O -1.496544 -2.064275 -1.084252  -0.89
H 1.307434 2.260587 2.317550  0.23
H -0.320727 0.783974 3.306411  0.21
H 0.792069 2.119127 -0.399358  0.20
H 2.112091 0.905060 0.023799  0.20
H -0.582593 -1.331632 1.975206  0.21
H -1.857154 -0.154288 1.549696  0.20
H 0.183101 -1.337510 -3.161435  0.21
H 1.233416 -0.314519 -2.192915  0.22
H -0.271745 0.321081 -2.819929  0.23
H -1.594022 -2.469147 -1.944377  0.48

Atoms 1-6, force components in eV/Å:
0.2 -0.1 -1.1
0.0 0.1 0.5
-0.1 -0.2 -0.1
-1.8 -2.2 -0.4
-0.3 -0.1 0.3
-0.3 -0.3 0.4

No. 5
The following is a quantum chemistry calculation of the molecule C5H10BNO, from OMol25.

Calculated values
Energy above the lowest of the compared OMol25 structures with the same formula, charge and spin in kcal/mol: 46.4
Expectation value of S²: 2.01
Lowest unoccupied orbital energy (spin up / spin down) in eV: 0.420 / -3.448
Spin multiplicity: 3
Orbital gap (spin up / spin down) in eV: 3.77 / 4.80
HOMO level (spin up / spin down) in Ha: -0.123 / -0.303

Each line ends with the Löwdin spin population.
Element x y z (Å)
B 0.756521 -0.017196 0.413647  0.32
C 1.970863 1.799968 -1.109072  0.36
C 1.994303 1.218269 0.063392  0.18
C -1.177453 -1.354987 0.346748  0.06
C -0.207319 -1.771962 1.500433  0.01
C -1.331239 0.653246 -0.934058  0.10
N -0.566709 -0.087866 -0.091871  0.58
O 0.950717 -1.006657 1.340917  0.20
H 2.615361 2.616660 -1.357803  0.03
H 1.116042 1.856122 -1.824532  0.02
H 2.758000 1.333909 0.868866  0.01
H -1.033343 -2.075941 -0.359896  0.03
H -2.260447 -1.216508 0.732449  0.01
H -0.607504 -1.616113 2.534113  0.01
H -0.043919 -2.776494 1.447706  0.00
H -2.300600 0.074639 -1.037257  0.00
H -1.665591 1.618575 -0.546690  0.04
H -0.967684 0.752336 -1.987091  0.04

Atoms 1-6, force components in eV/Å:
7.1 5.1 -0.1
-0.6 3.2 -4.1
-3.9 -5.8 4.7
-0.2 2.6 4.3
-1.4 2.6 1.1
-3.5 0.1 -2.3

No. 6
The following is a quantum chemistry calculation of a structure of composition C5H10BaBr3O9S2, from OMol25.

Calculated values
Net charge: +1
Lowest unoccupied orbital energy in eV: -3.755
Orbital gap in eV: 8.78
HOMO level in Ha: -0.461

Each line ends with the Mulliken charge.
Element x y z (Å)
Ba 3.725027 -2.161262 -1.805685  1.60
O 5.278320 -1.248098 -0.465934  -0.85
H 5.486432 -0.662818 0.312233  0.20
C 2.576470 1.169398 2.500422  -0.16
Br 4.322238 0.454258 3.123399  -0.06
Br 2.641002 3.157555 2.560925  -0.04
Br 1.185808 0.483700 3.583412  0.01
H 2.341212 0.890368 1.461486  0.23
C -2.752089 -3.012035 0.170463  -0.29
C -2.786196 -2.924464 -1.337646  -0.37
O -1.525368 -3.512791 -1.683753  -0.30
S -0.474780 -2.820226 -0.814769  1.24
O 0.033416 -1.665645 -1.476994  -0.53
O 0.449784 -3.850131 -0.376694  -0.68
O -1.419545 -2.456441 0.390387  -0.26
H -2.676798 -4.072225 0.521165  0.27
H -3.521446 -2.466301 0.674980  0.35
H -2.771049 -1.834290 -1.574165  0.23
H -3.703381 -3.387675 -1.762103  0.36
C -0.869654 2.715251 0.752579  -0.41
C -0.601797 3.882027 -0.285680  -0.34
O -0.800513 3.226265 -1.544686  -0.31
S -0.311364 1.706182 -1.465841  1.17
O 1.075266 1.636320 -1.887860  -0.60
O -1.305651 0.870110 -2.025939  -0.52
O -0.375378 1.454375 0.093354  -0.16
H -1.871901 2.639492 0.948541  0.33
H -0.383405 2.952752 1.709532  0.27
H 0.427612 4.228016 -0.161148  0.28
H -1.392273 4.608332 -0.133980  0.33

Atoms 1-6, force components in eV/Å:
0.4 0.5 0.8
-0.8 0.6 0.6
-0.2 -1.0 -1.3
0.7 0.6 -0.1
-0.9 0.3 -0.6
-0.1 -1.0 -0.1

No. 7
The following is a quantum chemistry calculation of the molecule C5H10Br2, from OMol25.

Calculated values
Energy above the lowest of the compared OMol25 structures with the same formula, charge and spin in kcal/mol: 13.5
SMILES: C[C@@H](Br)C(C)(C)Br
Lowest unoccupied orbital energy in eV: 0.693
Orbital gap in eV: 10.72
HOMO level in Ha: -0.369

Each line ends with the natural charge from an NBO analysis.
Element x y z (Å)
C 1.061755 1.770401 0.603812  -0.65
C 0.108612 0.555632 0.786679  -0.23
Br -1.352719 1.246033 1.958040  -0.04
C -0.319215 -0.233720 -0.417015  -0.05
C 0.789741 -1.301447 -0.761086  -0.64
C -1.629333 -0.932314 -0.188975  -0.64
Br -0.527124 0.953920 -1.985888  -0.02
H 0.890261 2.486597 1.461280  0.24
H 2.063553 1.351930 0.535496  0.21
H 0.793982 2.289120 -0.338411  0.23
H 0.615204 -0.140569 1.420918  0.22
H 1.811296 -0.718866 -0.858763  0.22
H 0.858247 -2.053219 0.030242  0.22
H 0.636833 -1.643127 -1.864669  0.24
H -2.382648 -0.267365 -0.085050  0.23
H -1.556360 -1.661092 0.694016  0.22
H -1.862086 -1.701913 -0.990625  0.22

Atoms 1-6, force components in eV/Å:
-1.1 0.1 0.0
0.5 1.7 0.8
-0.1 -0.3 -0.4
0.4 -1.1 -0.6
1.4 2.5 -2.2
1.8 -4.7 -0.4

No. 8
The following is a quantum chemistry calculation of a cluster of 2 separate species, C5H10Br2FO3P in total, from OMol25.

Calculated values
Energy above the lowest of the compared OMol25 structures with the same formula, charge and spin in kcal/mol: 6.5
Lowest unoccupied orbital energy (spin up / spin down) in eV: -1.920 / -1.915
Orbital gap (spin up / spin down) in eV: 6.08 / 6.09
HOMO level (spin up / spin down) in Ha: -0.294 / -0.294

Each line ends with the natural charge from an NBO analysis.
Element x y z (Å)
C 3.320747 0.830850 -1.145015  -0.63
C -1.132258 -1.532882 2.084171  -0.62
C 1.849008 1.188836 -1.249829  -0.07
C -0.411235 -1.509601 0.745995  -0.80
C -2.552867 0.929320 -0.693677  0.79
O -0.063356 1.327726 1.115917  -1.06
O 1.075656 0.055583 -0.826223  -0.81
O -1.373604 0.481036 -0.945748  -0.69
F -3.241234 1.315584 -1.750498  -0.25
P -0.108406 0.198378 0.197872  2.34
Br -4.108275 -1.956488 -0.220626  -0.79
Br -3.127704 1.628632 0.896036  0.29
H 3.928870 1.603740 -1.611232  0.22
H 3.605125 0.727044 -0.100243  0.22
H 3.499518 -0.115968 -1.652418  0.22
H -0.634403 -0.874710 2.792199  0.21
H -2.163621 -1.206904 1.979632  0.24
H -1.138174 -2.544492 2.482021  0.23
H 1.566110 1.410776 -2.282381  0.19
H 1.610271 2.048754 -0.614372  0.20
H -0.974792 -2.034915 -0.023929  0.30
H 0.574618 -1.970304 0.822351  0.26

Atoms 1-6, force components in eV/Å:
-0.4 -0.1 0.0
-0.1 0.2 0.2
0.5 0.6 -0.2
0.1 0.7 -0.1
0.4 -0.3 -1.2
0.0 0.0 0.2

No. 9
The following is a quantum chemistry calculation of a structure of composition C5H10Br2N3O3, from OMol25.

Calculated values
Net charge: +1
Energy above the lowest of the compared OMol25 structures with the same formula, charge and spin in kcal/mol: 24.0
Lowest unoccupied orbital energy (spin up / spin down) in eV: -5.598 / -5.597
Orbital gap (spin up / spin down) in eV: 7.49 / 7.49
HOMO level (spin up / spin down) in Ha: -0.481 / -0.481

Each line ends with the natural charge from an NBO analysis.
Element x y z (Å)
C 0.412721 1.127424 -0.005211  -0.60
C -0.609098 -0.399932 -1.561447  -0.61
C -0.900188 -0.805158 0.843039  -0.63
C 0.043487 -0.345381 -0.203921  0.10
C 2.842674 -2.671186 0.433322  -0.06
N 1.269502 -1.128908 -0.173993  -0.45
N 0.888949 -3.262459 2.469595  0.74
N 1.978078 -1.771255 0.810428  0.15
O 0.566684 -3.776706 1.485391  -0.18
O 0.857029 -3.319812 3.602726  -0.11
O 1.617545 -1.701072 2.008470  -0.34
Br 3.843537 -3.479989 1.739173  0.27
Br 3.311785 -2.949065 -1.300928  0.30
H -0.518590 1.534387 -0.165629  0.22
H 0.659436 1.401168 0.998610  0.22
H 1.215195 1.332850 -0.706907  0.21
H -0.837045 -1.433963 -1.766920  0.22
H 0.018777 0.052805 -2.347703  0.22
H -1.483528 0.074212 -1.699393  0.24
H -1.771519 -0.059379 0.965537  0.25
H -1.356502 -1.773813 0.233823  0.21
H -0.486708 -1.131175 1.851355  0.22
H 1.749952 -0.911197 -1.007708  0.41

Atoms 1-6, force components in eV/Å:
1.1 -1.6 0.3
3.5 -2.4 -0.8
-3.2 -2.6 -0.4
0.3 2.3 2.3
1.3 -0.1 0.5
-0.4 -0.6 -0.6

No. 10
The following is a quantum chemistry calculation of a cluster of 2 separate species, C5H10Br4NO5S in total, from OMol25.

Calculated values
Net charge: -1
Energy above the lowest of the compared OMol25 structures with the same formula, charge and spin in kcal/mol: 36.0
Lowest unoccupied orbital energy in eV: 2.237
Orbital gap in eV: 6.74
HOMO level in Ha: -0.165

Each line ends with the natural charge from an NBO analysis.
Element x y z (Å)
N 1.341784 1.546481 -1.750947  -0.55
O 1.348131 2.524018 -0.768773  -0.58
S 1.954820 1.988047 0.734207  1.66
O 3.415070 2.171108 0.673633  -0.88
O 1.766220 0.255790 0.936651  -0.79
C 2.829876 -0.307237 1.757356  0.92
O 3.322592 -1.368850 1.341837  -0.73
O 3.249025 0.220959 2.842006  -0.76
H 0.357363 1.226303 -1.939986  0.35
H 1.656291 1.980521 -2.626241  0.34
Br -0.089258 0.950531 1.007980  0.11
C -1.913086 0.463539 1.605306  -0.51
C -2.603030 1.601955 2.321826  -0.43
Br -1.923624 1.814504 4.137252  -0.03
H -1.806983 -0.428466 2.218492  0.22
H -2.454039 0.211316 0.689397  0.21
H -3.668741 1.396356 2.441579  0.20
H -2.477406 2.559640 1.822611  0.22
Br -1.435764 -0.301629 -2.183120  -0.02
C -0.819489 -2.033939 -1.539121  -0.45
C -0.054624 -2.775958 -2.602629  -0.43
Br -1.253611 -3.546856 -3.934622  -0.04
H -1.696989 -2.570364 -1.185347  0.23
H -0.170951 -1.805030 -0.690781  0.27
H 0.473418 -3.624917 -2.170030  0.24
H 0.653005 -2.147823 -3.138537  0.24

Atoms 1-6, force components in eV/Å:
-0.7 -1.2 -2.1
0.1 -0.4 0.6
6.5 2.1 1.0
-1.9 -0.1 -0.6
6.5 0.5 -1.6
4.6 -1.7 3.3

Record-wise calculated total energy values, in eV: -5344.8836 -45630.8300 -7509.0692 -9559.6493 -9555.4442 -256258.5749 -145431.7518 -163581.2632 -156028.9297 -308074.8810